1.
Computed, not measured: C26H24N11O4Pb as an isolated structure, with ωB97M-V/def2-TZVPD.

```
! wB97M-V def2-TZVPD RIJCOSX def2/J DEFGRID3
* xyz 3 1
Pb -0.07 -0.10 -0.03
C 0.25 -0.52 4.63
C -1.01 -0.14 5.08
C -2.04 0.01 4.16
C -1.78 -0.21 2.81
N -0.55 -0.53 2.38
C 0.43 -0.69 3.26
C -2.82 -0.14 1.78
C -4.20 -0.16 2.09
C -5.16 -0.08 1.11
C -4.81 0.00 -0.22
C -3.45 -0.01 -0.59
C -2.59 -0.08 0.44
H 1.07 -0.67 5.31
H -1.19 0.03 6.13
H -3.02 0.31 4.50
H 1.39 -0.99 2.86
H -4.48 -0.25 3.13
H -6.21 -0.07 1.39
H -5.55 0.07 -1.01
H -3.19 0.07 -1.63
C -0.13 4.93 -1.10
O 0.04 3.96 -2.15
C -0.16 2.70 -1.85
O -0.53 2.29 -0.75
N 0.13 1.88 -2.89
N -0.02 0.49 -2.77
H -0.10 5.90 -1.58
H 0.68 4.84 -0.38
H -1.09 4.78 -0.60
H 0.32 2.30 -3.80
H 0.78 0.02 -3.18
H -0.86 0.17 -3.27
O 6.60 3.29 2.67
N 5.51 3.04 3.09
O 5.03 3.35 4.15
C 4.65 2.23 2.20
C 5.28 1.40 1.33
C 4.55 0.52 0.48
C 5.17 -0.37 -0.41
C 4.39 -1.19 -1.19
C 3.00 -1.10 -1.09
N 2.41 -0.27 -0.26
C 3.13 0.54 0.52
C 2.47 1.48 1.39
N 1.14 1.54 1.36
C 0.48 2.43 2.07
C 1.14 3.31 2.93
C 2.51 3.25 3.04
C 3.23 2.33 2.25
H 6.37 1.39 1.28
H 6.25 -0.40 -0.45
H 4.83 -1.89 -1.88
H 2.36 -1.74 -1.68
H -0.59 2.44 1.95
H 0.56 4.03 3.49
H 3.03 3.90 3.73
N 0.95 -5.48 1.19
N 0.45 -4.49 0.48
N -0.59 -4.65 -0.30
C -0.82 -3.43 -0.74
N 0.06 -2.56 -0.24
N 0.87 -3.26 0.54
H 0.61 -6.40 0.95
H 1.91 -5.40 1.51
H -1.61 -3.19 -1.42
*
```

Summary:
HOMO level	-17.26	eV
max |F|	1.7	eV/Å
energy	-2100.20888	a.u.
molecular weight	761.75	g/mol
Kohn-Sham gap	6.078	eV

***

2.
Computed, not measured: C4H8AuO3 as an isolated structure, with ωB97M-V/def2-TZVPD.

```
! wB97M-V def2-TZVPD RIJCOSX def2/J DEFGRID3
* xyz 3 3
H -0.70 -1.85 1.09
C 0.71 -1.41 -0.49
H -0.02 -1.25 -1.30
H 1.64 -1.79 -0.91
C 0.18 -2.29 0.61
H 0.95 -2.47 1.37
H -0.11 -3.25 0.16
O 1.10 -0.10 0.03
C 0.44 0.99 -0.27
O 1.12 2.03 -0.34
Au 2.77 1.81 -0.03
O -0.83 0.90 -0.42
C -1.66 1.99 0.04
H -1.35 2.27 1.05
H -1.57 2.83 -0.65
H -2.67 1.59 0.04
*
```

Summary:
HOMO level (spin up / spin down)	-25.11 / -24.56	eV
max |F|	12.8	eV/Å
energy	-516.93287	a.u.
molecular weight	301.07	g/mol
<S²>	2.009
Kohn-Sham gap (spin up / spin down)	9.581 / 3.466	eV

***

3.
Computed, not measured: one molecule with the formula C17H20N4O5S, with ωB97M-V/def2-TZVPD.

```
! wB97M-V def2-TZVPD RIJCOSX def2/J DEFGRID3
* xyz 0 1
C -4.82 -0.54 0.44
C -3.71 -0.26 -0.52
O -3.86 0.48 -1.48
C -2.39 -0.86 -0.26
C -1.93 -1.17 1.02
C -0.62 -1.55 1.22
C 0.29 -1.63 0.15
N 1.60 -1.99 0.37
C 2.51 -2.17 -0.74
C 3.04 -0.80 -1.23
N 3.06 0.12 -0.12
S 2.47 1.64 -0.29
O 2.64 1.96 -1.68
O 3.08 2.48 0.68
C 0.69 1.65 0.08
C -0.31 1.94 -0.79
C -0.18 2.13 -2.26
N -1.59 2.07 -0.33
C -1.96 1.97 0.99
O -3.10 2.07 1.37
N -0.91 1.74 1.84
C 0.41 1.49 1.49
O 1.20 1.13 2.33
C 3.37 -0.46 1.16
C 2.32 -1.54 1.55
C -0.21 -1.42 -1.14
C -1.51 -1.02 -1.33
H -4.72 0.17 1.27
H -4.77 -1.55 0.83
H -5.78 -0.36 -0.04
H -2.58 -1.09 1.87
H -0.29 -1.78 2.22
H 2.03 -2.72 -1.54
H 3.34 -2.77 -0.37
H 4.05 -0.91 -1.65
H 2.40 -0.36 -2.00
H -0.73 1.35 -2.78
H -0.61 3.08 -2.55
H 0.87 2.11 -2.56
H -2.36 2.13 -1.00
H -1.13 1.66 2.83
H 4.37 -0.90 1.12
H 3.36 0.35 1.89
H 1.63 -1.11 2.27
H 2.82 -2.40 2.01
H 0.42 -1.52 -2.01
H -1.88 -0.82 -2.33
*
```

Summary:
SMILES	CC(=O)c1ccc(N2CCN(S(=O)(=O)c3c(C)[nH]c(=O)[nH]c3=O)CC2)cc1
HOMO level	-8.19	eV
max |F|	1.1	eV/Å
energy	-1653.27610	a.u.
molecular weight	392.44	g/mol
Kohn-Sham gap	8.346	eV

***

4.
Computed, not measured: an isolated ion of composition C5H11N2 and charge +1, with ωB97M-V/def2-TZVPD.

```
! wB97M-V def2-TZVPD RIJCOSX def2/J DEFGRID3
* xyz 1 1
C 0.23 1.90 0.58
C 0.06 0.63 0.12
C 1.26 -0.01 -0.64
C 2.05 -0.99 0.38
C -1.35 -0.02 0.01
N -1.51 -0.75 -1.11
N -2.29 -0.09 0.88
H 1.13 2.44 0.45
H -0.39 2.42 1.22
H 0.92 -0.57 -1.55
H 1.93 0.82 -0.88
H 2.18 -0.56 1.29
H 2.93 -1.29 -0.11
H 1.57 -1.97 0.35
H -0.75 -0.66 -1.69
H -2.41 -1.16 -1.45
H -2.45 0.44 1.62
H -3.12 -0.59 0.57
*
```

Summary:
SMILES	C=C(CC)C(N)=[NH2+]
HOMO level	-14.26	eV
max |F|	5.3	eV/Å
energy	-306.33868	a.u.
molecular weight	99.16	g/mol
Kohn-Sham gap	10.231	eV

***

5.
Computed, not measured: C22H34N2O4PPtSi as an isolated structure, with ωB97M-V/def2-TZVPD.

```
! wB97M-V def2-TZVPD RIJCOSX def2/J DEFGRID3
* xyz 1 3
Pt 0.16 0.26 -0.16
C 2.61 2.05 -0.13
Si 3.11 0.77 1.19
C 4.63 -0.20 0.55
C 3.44 1.71 2.83
N 1.76 -0.35 1.33
C 1.63 -1.42 2.09
C 2.67 -1.88 2.95
C 2.57 -3.06 3.63
C 1.43 -3.85 3.53
C 0.36 -3.42 2.77
C 0.43 -2.22 2.08
O -0.61 -1.70 1.38
C -1.73 -2.47 1.07
C -1.84 -2.96 -0.23
C -3.01 -3.58 -0.62
C -4.06 -3.71 0.26
C -3.94 -3.25 1.56
C -2.77 -2.63 1.98
H 3.40 2.79 -0.25
H 1.71 2.60 0.17
H 2.44 1.60 -1.10
H 5.43 0.50 0.29
H 4.39 -0.77 -0.34
H 5.03 -0.89 1.28
H 4.40 2.22 2.79
H 3.44 1.07 3.70
H 2.68 2.47 2.97
H 3.56 -1.28 3.01
H 3.39 -3.38 4.25
H 1.36 -4.78 4.08
H -0.54 -4.01 2.71
H -1.01 -2.84 -0.91
H -3.10 -3.96 -1.63
H -4.99 -4.17 -0.06
H -4.76 -3.37 2.26
H -2.66 -2.26 2.98
C -4.40 2.18 2.66
C -3.37 1.17 2.17
O -2.50 1.85 1.28
P -0.89 1.86 1.11
O -0.70 3.17 0.27
C -1.14 4.49 0.65
C -2.51 4.81 0.07
O -0.38 2.38 2.56
C -0.14 1.53 3.69
C -0.28 2.36 4.96
H -5.09 1.70 3.35
H -4.96 2.57 1.81
H -3.91 3.00 3.16
H -3.86 0.36 1.62
H -2.84 0.74 3.02
H -0.38 5.16 0.24
H -1.14 4.57 1.74
H -2.52 4.57 -0.99
H -2.70 5.88 0.20
H -3.28 4.24 0.57
H 0.87 1.11 3.60
H -0.85 0.70 3.69
H 0.50 3.11 5.01
H -0.19 1.71 5.82
H -1.24 2.86 4.98
N 1.12 -1.10 -2.77
C 0.69 -0.64 -1.79
H 1.49 -1.48 -3.61
*
```

Summary:
HOMO level (spin up / spin down)	-11.00 / -11.38	eV
max |F|	1.5	eV/Å
energy	-2019.18395	a.u.
molecular weight	644.66	g/mol
<S²>	2.041
Kohn-Sham gap (spin up / spin down)	9.118 / 6.719	eV

***

6.
Computed, not measured: a 5-piece molecular cluster, C3H16NO5S overall, with ωB97M-V/def2-TZVPD.

```
! wB97M-V def2-TZVPD RIJCOSX def2/J DEFGRID3
* xyz 1 1
O 1.41 -1.36 -1.00
C 0.46 -1.08 -1.68
C -0.57 -0.06 -1.22
C -1.94 -0.65 -0.97
S -3.14 0.45 -0.20
N -0.06 0.52 0.08
H 0.42 -1.55 -2.68
H -0.60 0.71 -2.00
H -1.87 -1.69 -0.65
H -2.41 -0.86 -1.94
H -3.49 -0.24 0.89
H -0.78 1.14 0.44
H 0.86 0.96 -0.10
H 0.08 -0.26 0.74
H 3.08 2.00 -0.41
H 3.06 0.81 -1.37
O 2.47 1.36 -0.87
H 0.57 -3.61 2.68
H -0.59 -2.75 2.09
O 0.39 -2.80 2.20
H -0.21 4.01 -1.49
H 0.99 3.27 -1.89
O 0.29 3.22 -1.25
H 0.48 -0.16 4.25
H 0.67 -1.12 3.02
O 0.43 -0.23 3.30
*
```

Summary:
HOMO level	-13.16	eV
max |F|	2.4	eV/Å
energy	-952.80797	a.u.
molecular weight	178.23	g/mol
Kohn-Sham gap	10.218	eV